Entry 1:
C12H11N2O4W as an isolated structure at a distorted geometry, computed with ωB97M-V with the def2-TZVPD basis set.

```
30
C12H11N2O4W ωB97M-V with the def2-TZVPD basis set
W 1.10 -0.54 0.27
C 2.80 0.15 1.73
C 2.37 -1.14 2.14
C 1.03 -1.03 2.57
C 0.65 0.36 2.48
C 1.74 1.08 1.98
H 3.78 0.41 1.34
H 2.95 -2.06 2.10
H 0.40 -1.84 2.91
H -0.31 0.76 2.78
H 1.79 2.15 1.79
O 3.61 -2.67 -2.83
C 3.24 -1.71 -2.40
O 1.14 -2.17 -0.17
C 3.00 -0.09 -2.17
O 3.55 0.49 -3.01
O 2.27 0.17 -1.17
N -4.55 1.12 -1.43
C -3.36 0.78 -1.03
C -2.55 1.67 -0.24
C -1.33 1.29 0.17
N -0.76 0.05 -0.14
C -1.56 -0.83 -0.90
C -2.79 -0.50 -1.34
H -4.96 2.02 -1.20
H -5.13 0.49 -1.98
H -2.92 2.65 0.03
H -0.72 1.96 0.75
H -1.14 -1.80 -1.12
H -3.35 -1.23 -1.92
```

## Properties
- E_HOMO (eV) = -19.9
- net charge = +3


Entry 2:
One molecule with the formula C6H12O at a distorted geometry, computed with ωB97M-V with the def2-TZVPD basis set.

```
19
C6H12O ωB97M-V with the def2-TZVPD basis set
C 0.01 0.67 1.81
O -1.33 0.39 2.13
C 0.83 -0.46 1.12
C 0.21 -1.27 0.03
C -0.53 -0.57 -1.09
C 0.58 0.80 -2.92
C 0.29 0.57 -1.63
H 0.07 1.71 1.46
H 0.57 0.65 2.78
H -1.56 -0.53 2.15
H 1.61 0.14 0.72
H 1.06 -1.13 1.93
H 1.08 -2.11 -0.36
H -0.44 -2.03 0.46
H -0.77 -1.32 -1.86
H -1.37 -0.13 -0.56
H 0.04 0.43 -3.78
H 1.26 1.59 -3.27
H 0.86 1.11 -0.91
```

## Properties
- E_HOMO (eV) = -9.5
- net charge = 0


Entry 3:
C9H15NTi as an isolated structure at a distorted geometry, computed with ωB97M-V with the def2-TZVPD basis set.

```
26
C9H15NTi ωB97M-V with the def2-TZVPD basis set
Ti -0.01 -0.04 1.24
C 2.20 -1.91 -0.89
C 1.08 -0.95 -0.68
C 1.33 0.45 -0.53
C 0.27 1.41 -0.59
C 0.56 2.86 -0.67
C -1.07 0.92 -0.56
C -1.37 -0.48 -0.66
C -2.76 -0.95 -0.83
C -0.27 -1.39 -0.65
H 2.63 -2.27 0.06
H 3.02 -1.44 -1.43
H 1.86 -2.79 -1.43
H 2.36 0.81 -0.63
H 1.45 3.04 -1.27
H 0.76 3.31 0.31
H -0.28 3.41 -1.11
H -1.88 1.63 -0.67
H -3.28 -1.10 0.12
H -2.79 -1.91 -1.35
H -3.35 -0.22 -1.39
H -0.47 -2.44 -0.82
N 0.00 0.01 3.28
H -0.51 0.79 3.72
H 0.93 0.07 3.72
H -0.42 -0.82 3.73
```

## Properties
- ⟨S²⟩ = 0.759
- E_HOMO (alpha / beta) (eV) = -23.3 / -23.2
- multiplicity = 2
- net charge = +3


Entry 4:
C3H12NO4 as an isolated structure at a distorted geometry, computed with ωB97M-V with the def2-TZVPD basis set.

```
20
C3H12NO4 ωB97M-V with the def2-TZVPD basis set
O 1.30 -1.37 -0.49
C 0.42 -0.79 0.35
C -0.97 -1.15 0.24
N -2.02 -0.16 0.44
C -1.99 0.79 -0.69
O -0.70 1.09 2.15
H 0.78 0.15 0.73
H -1.28 -2.04 -0.23
H -0.30 -1.27 1.30
H -1.68 0.34 1.32
H 4.35 1.23 0.91
H -2.00 0.23 -1.64
H -2.83 1.46 -0.58
H -1.05 1.37 -0.71
H 3.95 -0.19 0.43
H -1.00 1.56 2.94
O 3.60 0.69 0.66
H 0.79 -1.03 -1.51
H 0.50 -0.50 -3.25
O 0.13 -0.41 -2.36
```

## Properties
- ⟨S²⟩ = 0.760
- E_HOMO (alpha / beta) (eV) = -9.0 / -9.0
- multiplicity = 2
- net charge = 0


Entry 5:
A 7-piece molecular cluster, C46H40Br3IN3O26 overall, computed with ωB97M-V with the def2-TZVPD basis set.

```
119
C46H40Br3IN3O26 ωB97M-V with the def2-TZVPD basis set
C -0.02 -9.78 4.38
C 0.97 -8.63 4.13
C 0.48 -7.26 4.58
I -0.03 -7.20 6.65
N -0.66 -6.87 3.74
C -1.08 -5.65 3.55
N -2.04 -5.32 2.65
Br -2.50 -6.59 1.35
C -3.23 -4.61 3.20
C -2.88 -3.96 4.55
Br -3.51 -5.14 5.95
C -1.41 -3.57 4.67
Br -0.96 -3.06 6.48
N -0.45 -4.60 4.21
C 0.52 -4.04 3.21
C 1.53 -3.09 3.87
C 1.22 -1.65 3.49
O 0.43 -0.96 4.08
O 1.86 -1.29 2.37
H -0.16 -10.37 3.48
H -1.00 -9.42 4.70
H 0.34 -10.45 5.15
H 1.91 -8.80 4.66
H 1.20 -8.56 3.07
H 1.27 -6.52 4.47
H -1.12 -7.61 3.23
H -3.56 -3.88 2.47
H -4.00 -5.36 3.36
H -3.45 -3.04 4.65
H -1.25 -2.64 4.12
H 1.04 -4.89 2.77
H -0.02 -3.54 2.41
H 1.45 -3.17 4.95
H 2.55 -3.33 3.58
H 1.83 -0.31 2.28
C -1.38 -9.09 10.18
C -1.31 -10.28 10.81
C -0.25 -10.59 11.86
O -0.31 -11.70 12.36
C 0.72 -9.57 12.19
C 0.65 -8.39 11.57
C -0.41 -8.08 10.53
O -0.37 -6.96 10.03
O 1.48 -7.39 11.79
O -2.13 -11.28 10.58
H -2.13 -8.86 9.44
H 1.47 -9.80 12.93
H 1.19 -6.65 11.21
H -1.85 -12.00 11.18
C 1.56 2.60 -2.07
C 1.39 1.75 -1.05
C 1.91 2.05 0.34
O 1.67 1.20 1.20
C 2.61 3.27 0.60
C 2.78 4.13 -0.42
C 2.25 3.85 -1.82
O 2.45 4.70 -2.66
O 3.40 5.29 -0.31
O 0.78 0.58 -1.15
H 1.20 2.41 -3.07
H 2.97 3.47 1.60
H 3.36 5.71 -1.20
H 0.80 0.19 -0.26
C -0.78 3.23 2.77
C -2.10 3.12 2.97
C -2.96 4.28 3.44
O -4.15 4.05 3.57
C -2.33 5.55 3.70
C -1.01 5.67 3.50
C -0.16 4.51 3.01
O 1.03 4.74 2.85
O -0.32 6.78 3.71
O -2.80 2.01 2.78
H -0.17 2.40 2.45
H -2.94 6.38 4.05
H 0.61 6.57 3.48
H -3.72 2.24 3.00
C 1.94 7.60 -6.69
C 2.21 6.50 -5.96
C 1.50 5.18 -6.20
O 1.86 4.25 -5.49
C 0.47 5.10 -7.20
C 0.20 6.20 -7.93
C 0.93 7.52 -7.72
O 0.60 8.44 -8.44
O -0.71 6.25 -8.88
O 3.09 6.45 -4.98
H 2.44 8.54 -6.53
H -0.04 4.16 -7.36
H -0.71 7.16 -9.25
H 3.04 5.55 -4.61
C 5.71 -0.36 -7.12
C 4.39 -0.55 -6.98
C 3.45 0.56 -6.55
O 2.27 0.26 -6.47
C 3.99 1.87 -6.27
C 5.31 2.05 -6.40
C 6.25 0.95 -6.85
O 7.43 1.25 -6.94
O 5.93 3.20 -6.17
O 3.77 -1.70 -7.20
H 6.38 -1.15 -7.43
H 3.32 2.66 -5.95
H 6.87 3.04 -6.36
H 2.82 -1.52 -7.03
C -4.60 6.87 -10.33
C -5.93 6.97 -10.19
C -6.60 8.22 -9.65
O -7.82 8.18 -9.59
C -5.79 9.35 -9.27
C -4.46 9.25 -9.40
C -3.79 8.00 -9.95
O -2.57 8.05 -10.04
O -3.61 10.21 -9.08
O -6.78 6.01 -10.49
H -4.11 5.99 -10.71
H -6.27 10.23 -8.88
H -2.71 9.87 -9.29
H -7.67 6.36 -10.30
```

## Properties
- E_HOMO (eV) = -10.6
- net charge = +1


Entry 6:
C20H32BrN2O2W as an isolated structure, computed with ωB97M-V with the def2-TZVPD basis set.

```
58
C20H32BrN2O2W ωB97M-V with the def2-TZVPD basis set
W -0.55 0.31 1.36
C 4.93 0.40 5.88
C 4.95 0.20 4.36
C 5.79 -1.05 4.03
C 5.57 1.43 3.70
C 3.55 -0.02 3.80
C 3.43 -0.24 2.40
C 2.19 -0.57 1.94
Br 1.67 -0.63 0.08
C 1.09 -0.64 2.80
O -0.10 -1.20 2.23
C 1.12 -0.22 4.12
C 2.40 0.05 4.59
C -0.15 0.03 4.94
C -0.35 -1.10 5.97
C 0.00 1.38 5.65
C -1.45 0.09 4.11
H 5.95 0.50 6.23
H 4.49 -0.46 6.40
H 4.39 1.30 6.17
H 6.79 -0.93 4.44
H 5.89 -1.21 2.96
H 5.35 -1.95 4.47
H 6.57 1.59 4.11
H 4.99 2.33 3.90
H 5.69 1.32 2.62
H 4.28 -0.15 1.74
H 2.52 0.33 5.63
H 0.48 -1.11 6.67
H -0.42 -2.08 5.50
H -1.26 -0.93 6.55
H 0.84 1.39 6.33
H -0.89 1.58 6.25
H 0.13 2.20 4.94
H -1.85 -0.87 3.81
H -1.32 0.77 3.18
H -2.23 0.65 4.63
C -0.77 5.51 0.05
N 0.34 4.59 0.50
C 1.71 5.17 0.69
C 0.12 3.37 0.72
N -0.11 2.22 0.91
H -0.87 6.28 0.81
H -1.69 4.94 -0.05
H -0.47 5.93 -0.90
H 1.64 5.92 1.47
H 2.01 5.61 -0.25
H 2.40 4.38 0.98
C -2.63 -2.38 0.49
O -2.88 -1.06 -0.09
C -2.19 -0.01 0.11
C -2.69 1.15 -0.70
H -2.85 -3.08 -0.31
H -3.32 -2.50 1.31
H -1.59 -2.47 0.80
H -3.67 0.90 -1.10
H -1.99 1.34 -1.52
H -2.76 2.06 -0.10
```

## Properties
- E_HOMO (eV) = -18.2
- net charge = +3


Entry 7:
One molecule with the formula C3H6O at a distorted geometry, computed with ωB97M-V with the def2-TZVPD basis set.

```
10
C3H6O ωB97M-V with the def2-TZVPD basis set
C 0.98 -0.75 0.10
C 0.08 0.42 -0.29
C -1.30 0.51 0.27
O -1.95 -0.39 0.73
H 1.41 -0.59 1.10
H 1.84 -0.87 -0.57
H 0.45 -1.71 0.15
H 0.61 1.38 -0.23
H -0.32 0.45 -1.32
H -1.74 1.50 0.00
```

## Properties
- E_HOMO (eV) = -9.8
- net charge = 0


Entry 8:
One molecule with the formula C23H29N3O3S3, computed with ωB97M-V with the def2-TZVPD basis set.

```
61
C23H29N3O3S3 ωB97M-V with the def2-TZVPD basis set
C 2.18 1.91 -5.83
C 2.92 0.80 -5.11
C 1.94 -0.22 -4.51
C 2.68 -1.34 -3.80
H 3.33 -0.95 -3.01
H 3.25 -1.95 -4.50
S 1.52 -2.48 -2.98
C 1.28 -1.69 -1.45
N 1.96 -0.59 -1.17
C 1.72 -0.07 0.02
C 0.81 -0.61 0.96
C 0.15 -1.77 0.53
N 0.39 -2.29 -0.66
S -1.04 -2.57 1.53
C -1.84 -3.71 0.35
H -1.06 -4.24 -0.20
C -2.74 -2.85 -0.53
O -3.85 -2.52 -0.18
N -2.17 -2.49 -1.70
H -1.18 -2.72 -1.81
C -2.64 -1.33 -2.42
C -1.97 -0.10 -1.88
C -2.13 0.56 -0.70
C -1.17 1.59 -0.68
C -0.49 1.49 -1.85
O -0.96 0.46 -2.59
H 0.32 2.06 -2.27
H -1.01 2.32 0.09
H -2.85 0.33 0.06
H -3.72 -1.27 -2.26
H -2.41 -1.44 -3.48
H -2.43 -4.39 0.97
C 0.75 0.19 2.14
C 1.57 1.26 2.08
S 2.46 1.39 0.58
C 1.70 2.25 3.19
O 1.09 1.80 4.36
C -0.20 1.20 4.21
C -1.19 2.18 3.57
H -2.20 1.79 3.63
H -1.15 3.14 4.08
H -0.95 2.34 2.52
C -0.61 0.87 5.65
C -1.88 0.03 5.79
H -2.08 -0.14 6.85
H -2.74 0.53 5.37
H -1.77 -0.94 5.31
H -0.73 1.81 6.19
H 0.23 0.34 6.11
C -0.10 -0.07 3.35
H -1.09 -0.40 3.04
H 0.36 -0.88 3.93
H 2.76 2.41 3.44
H 1.29 3.22 2.87
H 1.31 -0.64 -5.30
H 1.29 0.29 -3.79
H 3.59 0.29 -5.80
H 3.53 1.22 -4.31
H 2.88 2.63 -6.25
H 1.58 1.51 -6.65
H 1.51 2.44 -5.15
```

## Properties
- E_HOMO (eV) = -8.1
- net charge = 0


Entry 9:
A 16-piece molecular cluster, C35H102O16 overall at a distorted geometry, computed with ωB97M-V with the def2-TZVPD basis set.

```
153
C35H102O16 ωB97M-V with the def2-TZVPD basis set
C 5.60 -8.48 -12.53
C 4.56 -8.94 -13.50
O 4.99 -8.80 -14.83
H 6.00 -7.50 -12.80
H 6.43 -9.19 -12.51
H 5.13 -8.51 -11.55
H 3.66 -8.32 -13.47
H 4.28 -9.98 -13.33
H 4.76 -7.91 -15.09
C 17.06 -11.90 -9.19
C 17.50 -11.19 -7.90
O 16.64 -10.14 -7.57
H 17.16 -11.16 -9.99
H 16.05 -12.29 -9.10
H 17.66 -12.77 -9.44
H 18.53 -10.84 -7.91
H 17.44 -11.97 -7.13
H 17.03 -9.78 -6.76
C 10.08 -7.99 -8.65
C 11.12 -8.97 -8.11
O 12.32 -8.25 -8.13
H 9.09 -8.44 -8.57
H 10.32 -7.72 -9.68
H 10.16 -7.06 -8.09
H 11.21 -9.82 -8.79
H 10.86 -9.37 -7.13
H 13.10 -8.79 -7.99
C 18.09 -9.14 -16.15
C 18.24 -7.69 -16.51
O 17.48 -7.08 -15.61
H 18.88 -9.68 -16.68
H 17.17 -9.59 -16.52
H 18.24 -9.24 -15.08
H 18.01 -7.42 -17.54
H 19.27 -7.39 -16.32
H 18.00 -7.13 -14.80
C 12.26 -5.57 -19.37
C 13.18 -5.53 -18.12
O 13.86 -6.78 -17.99
H 11.74 -4.61 -19.39
H 11.51 -6.35 -19.25
H 12.86 -5.69 -20.27
H 12.61 -5.39 -17.20
H 13.88 -4.70 -18.08
H 14.47 -6.81 -17.26
C 7.75 -10.31 -20.89
C 8.94 -11.25 -20.67
O 9.96 -10.61 -19.89
H 8.09 -9.33 -21.22
H 7.18 -10.26 -19.96
H 7.24 -10.67 -21.79
H 9.45 -11.56 -21.58
H 8.61 -12.12 -20.10
H 9.61 -10.56 -18.99
C 11.97 -3.03 -11.43
C 13.05 -2.29 -10.87
O 13.38 -1.39 -11.89
H 12.36 -3.76 -12.14
H 11.21 -2.44 -11.95
H 11.37 -3.64 -10.75
H 13.87 -2.98 -10.70
H 12.81 -1.76 -9.95
H 14.04 -1.85 -12.41
O 8.38 -10.54 -16.20
H 8.93 -10.56 -15.41
H 7.64 -9.99 -15.97
O 10.82 -14.53 -10.67
H 10.62 -14.82 -9.78
H 11.51 -15.12 -10.97
C 19.19 -5.09 -9.97
C 18.90 -6.42 -10.65
C 17.34 -6.58 -10.86
O 19.49 -6.30 -11.96
H 18.65 -4.93 -9.04
H 18.90 -4.28 -10.64
H 20.26 -4.95 -9.80
H 19.35 -7.24 -10.07
H 16.81 -6.60 -9.90
H 17.17 -7.56 -11.32
H 16.96 -5.70 -11.37
H 20.44 -6.41 -11.88
C 13.07 -11.90 -14.35
C 12.34 -10.83 -13.45
C 12.40 -9.45 -14.08
O 10.93 -11.23 -13.44
H 14.07 -11.51 -14.53
H 12.60 -12.10 -15.31
H 13.20 -12.80 -13.75
H 12.75 -10.87 -12.44
H 12.00 -8.72 -13.37
H 11.84 -9.40 -15.01
H 13.42 -9.15 -14.34
H 10.84 -11.97 -12.83
C 4.56 -15.41 -15.38
C 5.71 -14.54 -14.86
C 6.51 -15.22 -13.79
O 6.50 -14.21 -15.99
H 3.98 -14.82 -16.09
H 3.93 -15.71 -14.55
H 4.92 -16.25 -15.98
H 5.31 -13.60 -14.47
H 7.29 -15.89 -14.15
H 5.90 -15.66 -12.99
H 7.11 -14.43 -13.34
H 6.76 -13.28 -15.92
C 10.79 -18.61 -17.76
C 10.06 -17.48 -17.07
C 10.95 -16.22 -17.12
O 8.93 -17.20 -17.71
H 11.40 -18.24 -18.58
H 10.07 -19.35 -18.10
H 11.45 -19.20 -17.11
H 9.72 -17.77 -16.07
H 10.41 -15.31 -16.82
H 11.34 -15.90 -18.09
H 11.86 -16.38 -16.55
H 8.54 -16.37 -17.42
C 17.20 -16.10 -14.70
C 18.18 -16.52 -13.68
C 19.51 -15.91 -13.89
O 17.67 -16.18 -12.38
H 17.14 -15.02 -14.87
H 16.18 -16.44 -14.53
H 17.45 -16.55 -15.66
H 18.15 -17.60 -13.80
H 19.54 -14.82 -13.82
H 19.84 -16.13 -14.91
H 20.24 -16.29 -13.18
H 18.36 -16.22 -11.71
C 15.76 -15.57 -21.71
C 15.29 -14.20 -21.19
C 15.51 -14.06 -19.68
O 15.90 -13.12 -21.91
H 15.50 -16.43 -21.10
H 16.85 -15.59 -21.80
H 15.31 -15.76 -22.69
H 14.22 -14.09 -21.34
H 14.88 -14.82 -19.21
H 15.20 -13.08 -19.32
H 16.58 -14.11 -19.48
H 15.50 -12.29 -21.64
C 14.00 -19.14 -9.85
C 13.39 -18.62 -11.12
C 11.91 -18.86 -11.20
O 13.59 -17.21 -11.22
H 15.04 -18.86 -9.70
H 13.92 -20.23 -9.84
H 13.42 -18.80 -9.00
H 13.98 -18.98 -11.95
H 11.56 -18.63 -12.21
H 11.31 -18.28 -10.49
H 11.65 -19.90 -10.98
H 14.54 -17.09 -11.22
```

## Properties
- E_HOMO (eV) = -9.6
- net charge = 0